DFT (ωB97M-V/def2-TZVPD) results for a cluster of 12 separate species, C67H56Cl3N11O22 in total at a distorted geometry.

Computed properties:
**SMILES**: O=[N+]([O-])c1ccccc1.O=[N+]([O-])c1ccccc1.O=[N+]([O-])c1ccccc1.O=[N+]([O-])c1ccccc1.O=[N+]([O-])c1ccccc1.O=[N+]([O-])c1ccccc1.O=[N+]([O-])c1ccccc1.O=[N+]([O-])c1ccccc1.O=[N+]([O-])c1ccccc1.O=[N+]([O-])c1ccccc1.O=[N+]([O-])c1ccccc1.ClC(Cl)Cl
**E_LUMO**: -0.9 eV
**Highest occupied orbital energy**: -9.4 eV

Each line ends with the Mulliken charge.
Geometry (Å):
H: -3.60711 2.18612 0.15370  0.45
O: -2.69770 2.94228 -8.72649  -0.71
H: 6.22435 -2.16281 4.72178  0.55
C: -1.42364 1.39500 5.69753  -0.69
H: 2.00892 -2.72536 0.02095  0.63
O: 2.46223 0.07752 -3.55206  -0.66
H: -0.33318 -0.26059 -4.71198  0.43
H: 2.36169 -1.63950 -2.12934  0.48
O: 0.19632 -2.81629 -2.54744  -0.61
H: 0.87522 -1.55887 1.80632  0.59
H: 0.52442 -6.94079 -2.15286  0.45
C: -2.28498 1.90267 -1.52464  -1.03
O: 0.80363 6.92467 -7.80254  -0.63
C: -0.64884 -1.05764 -6.59519  -1.07
C: 1.75104 2.24862 -8.07774  -0.40
O: -1.85698 3.82960 2.09196  -0.34
H: 1.81963 3.56930 6.55980  0.63
H: 0.53746 1.05484 1.56840  0.67
C: 0.84614 0.35125 0.77095  -0.12
O: 6.00265 -0.30501 3.08466  -0.62
H: -1.84046 -6.96387 -2.89424  0.42
H: -2.70840 0.02646 2.83533  0.46
O: -6.42875 -0.35492 -2.66418  -0.68
C: -4.18728 -2.23472 -0.48421  -0.56
C: -4.30376 0.37436 -2.58835  -0.28
H: 2.59866 -4.89808 9.21468  0.37
H: -1.79656 9.72078 0.52134  0.35
C: -2.05781 1.16857 -2.66577  0.20
H: 1.14136 -6.08301 0.09011  0.39
C: -1.55140 -6.50356 -1.95949  -0.71
C: 1.98841 3.86241 4.45916  0.19
O: 1.58500 2.01660 -2.91047  -0.65
H: 3.51825 2.10898 2.05567  0.42
C: -3.38398 2.59978 5.01080  -0.43
O: -4.76804 0.90200 2.25185  -0.58
H: -1.17373 2.05034 -5.35872  0.56
C: -2.89318 -1.80159 -0.14886  -0.21
C: 1.15529 -0.97400 0.95907  -1.74
H: -2.13878 0.68721 -9.22508  0.61
H: -1.49545 2.47469 -1.07883  0.52
H: -4.11189 3.42522 5.09206  0.43
N: -0.71075 -5.08199 1.88523  1.07
C: -1.78489 -1.98863 -1.00021  0.58
H: -2.34384 3.01698 6.77495  0.40
C: 5.31087 -4.06232 4.73873  -0.53
C: 3.18101 2.31010 3.09209  -0.23
C: -2.60013 7.89947 1.35392  -0.62
C: -1.72032 8.61155 0.58972  -0.43
C: -3.52532 1.81509 -0.84930  -0.17
C: 2.04310 -4.72740 8.28047  -0.51
C: 1.43726 3.21276 -9.01973  -0.59
C: -2.63482 0.63831 3.71495  -0.62
C: 4.42771 -4.93025 4.07900  -0.95
H: 0.80413 -6.53956 8.48950  0.39
C: 2.88732 2.02640 5.49513  -0.33
O: -5.10643 -1.13063 -4.16218  -0.63
H: 4.45602 -2.29780 -0.47409  -0.82
C: 1.50371 -3.46767 6.33091  -0.20
H: -3.12748 6.03037 2.21114  0.45
O: 0.44903 -4.87860 2.30864  -0.49
O: 0.74114 5.48404 3.43698  -0.61
C: 5.52771 -2.81132 4.24708  -0.50
C: -0.92344 -5.58887 0.48083  0.21
H: -0.50932 -6.10649 6.43436  0.29
H: 2.20242 4.11539 2.34092  0.54
O: -0.37804 3.88907 0.53102  -0.34
C: -1.22168 1.21045 -6.05223  0.14
C: -0.64359 7.90568 -0.05458  -0.56
C: -1.60359 0.47332 4.61411  -0.71
C: 2.23131 3.24582 5.66761  -0.87
H: 1.05408 2.08256 -0.43353  0.40
C: 3.41375 1.65394 4.31170  -0.33
H: -3.54787 -6.01259 -1.46482  0.44
H: -5.57070 1.10599 -1.05086  0.52
H: -1.08169 1.35222 -3.16486  0.04
C: -1.62129 1.44738 -7.31789  -0.23
C: -2.54797 -6.02546 -1.11418  -0.70
C: 0.11242 -6.13935 -0.23140  -0.42
O: -1.66488 -4.92472 2.56253  -0.63
H: 5.91350 -4.44572 5.55228  0.44
H: 0.36949 5.98345 -0.34817  0.43
H: -3.36898 8.48922 1.75131  0.44
C: -1.69195 0.47821 -8.28417  -0.86
C: 1.92031 -1.09914 -1.30950  -0.52
N: 0.61735 6.12893 -6.89792  1.05
H: -2.73991 -1.33865 0.79787  0.25
H: -1.29038 -1.64057 -8.54765  0.35
C: 3.94809 -3.10101 2.43299  1.04
C: -1.41451 5.86330 0.97449  0.20
C: -4.38638 -2.88241 -1.71149  -1.05
C: 1.80504 2.59322 -6.71338  -0.40
N: 1.83858 -2.35373 5.38953  1.12
N: -4.47758 1.89862 2.88510  1.13
C: 4.91688 -2.32788 3.12079  -0.21
C: 1.32752 3.82422 -6.26314  -0.50
C: -3.45643 1.72774 3.90299  0.26
H: 2.94586 -2.73686 7.76370  0.37
H: -3.01336 -0.06090 -4.17820  0.73
H: 2.13074 1.25390 -8.33684  0.42
N: -1.24514 4.43101 1.20506  0.87
C: -2.41898 2.37624 5.92008  -0.64
N: -0.87841 -2.93886 -3.04361  1.38
H: 1.29435 4.09563 -5.22701  0.64
C: -2.19326 -5.46386 0.10663  -0.33
O: 0.16538 6.33438 -5.81181  -0.60
H: -5.33099 -3.30323 -1.87002  0.59
O: 4.85287 -0.83064 1.39170  -0.59
H: 4.36131 -5.99196 4.30664  0.48
O: 0.65186 5.37302 5.58929  -0.64
Cl: 5.48115 -2.34782 -2.53809  -0.13
N: 1.95251 0.83938 -2.70526  1.37
C: 1.08073 -5.66831 7.88533  -0.54
C: -3.10467 0.40470 -3.22865  -0.25
H: 1.04842 5.31799 -9.33267  0.46
Cl: 6.33139 -3.66561 -0.10478  -0.13
H: 3.61005 -2.59251 1.59329  -0.01
H: -0.92121 -0.33722 4.48229  0.96
O: -5.12825 2.94782 2.81991  -0.64
H: -3.51337 -3.70329 -3.39881  0.36
C: 3.78876 -4.41491 2.96928  -0.21
H: 0.09955 -4.46734 4.95147  0.74
C: 1.64670 0.25541 -1.42982  -0.85
C: 1.06495 4.73658 -7.25834  0.28
H: 1.70181 3.03850 -10.06226  0.40
O: -1.05491 -3.33311 -4.14879  -0.69
N: -2.15638 2.77076 -7.61553  1.25
C: 0.64845 -4.46925 5.82808  -0.07
N: 5.25496 -1.04061 2.51264  1.15
C: 0.44164 -5.53727 6.63396  -0.53
C: 1.22150 0.99920 -0.37453  -0.07
H: -0.60921 1.17146 6.33919  0.57
C: 1.77565 -1.69094 -0.06816  0.55
H: 3.02075 1.30926 6.26024  0.56
C: -0.70942 -0.01436 -5.67055  0.15
C: 2.26032 -3.57387 7.49240  -0.41
C: -3.26610 -3.13860 -2.48827  -0.14
O: -1.95677 3.64417 -6.84747  -0.60
C: -2.45232 6.54329 1.54647  -0.31
H: -0.82904 -1.54986 -0.69619  -0.51
N: -5.34982 -0.41071 -3.17986  1.17
C: 1.24151 4.52471 -8.61567  -0.62
O: 2.79426 -1.67946 5.52779  -0.51
C: -2.03105 -2.66547 -2.13883  0.04
N: 1.07824 5.03459 4.49787  1.07
C: -4.54703 1.11327 -1.42002  -0.69
Cl: 3.74566 -4.36349 -1.20936  -0.09
C: 2.42229 3.48427 3.19028  -0.56
C: 4.93956 -3.08425 -1.02205  1.18
C: -0.44201 6.54042 0.14749  -0.33
H: -5.00901 -2.03972 0.15865  0.54
O: 1.08988 -2.19359 4.45941  -0.45
H: -0.37752 -2.05785 -6.26700  0.57
H: 0.11667 8.50045 -0.64025  0.30
H: 2.16002 1.87890 -6.00313  0.48
H: -2.91639 -5.02637 0.68602  0.76
C: -0.23856 -6.62651 -1.47747  -0.50
C: -1.24827 -0.75745 -7.88251  -0.57
H: 3.18613 -5.05004 2.26092  -0.08
H: 3.88123 0.67702 4.28458  0.14